Record 1
C4H17N2O2 | ωB97M-V with the def2-TZVPD basis set

Each line ends with the Mulliken charge.
Atoms and positions in Å:
N  -0.57833  -2.07434  -0.87741  -0.4291
C  -0.82150  -1.73282  0.58330  -0.5737
C  0.34105  -0.85622  1.04164  -0.6098
N  0.75577  -0.03571  -0.08614  -0.3735
C  -0.00831  1.27286  -0.19317  -0.2701
C  0.09919  1.88210  -1.55665  -1.2823
H  -1.38309  -1.89503  -1.47954  0.3024
H  -0.32304  -3.00883  -1.09368  0.2509
H  0.27233  -1.06938  -1.02882  0.5460
H  -1.78747  -1.28131  0.55257  0.3211
H  -0.91917  -2.62233  1.11308  0.4355
H  1.17601  -1.42720  1.36653  0.3746
H  0.06694  -0.23249  1.87570  0.3464
H  1.77390  -0.04399  -0.15580  0.2774
H  0.38137  1.86972  0.61161  0.4374
H  -0.99326  1.00071  0.10694  0.1773
H  -0.52458  1.32453  -2.25823  0.3200
H  -0.26132  2.89338  -1.55642  0.3937
H  1.08701  1.91881  -1.93054  0.3802
H  -2.91642  1.65157  1.24414  0.3214
H  -4.05266  1.28375  0.25543  0.3115
O  -3.14595  1.58442  0.31387  -0.6369
H  3.98162  0.22728  0.35490  0.3049
H  4.26241  -0.45184  1.70195  0.3094
O  3.51748  -0.17762  1.09477  -0.6348

Values from the calculation:
HOMO energy   -14.1 eV
Lowest unoccupied orbital energy   -2.65 eV
Maximum force   2.3 eV/A
Orbital gap   11.438 eV
Net charge   +1
Relative energy (zero: lowest compared OMol25 entry of this formula, charge and spin)   1.488 eV

Record 2
C4H17NO3 | ωB97M-V with the def2-TZVPD basis set

Each line ends with the Mulliken charge.
Atoms and positions in Å:
C  3.18252  1.47068  -0.38647  -1.1826
C  2.49851  0.28068  0.25517  -0.3788
N  1.27776  -0.28074  -0.40544  0.1526
C  0.05487  -0.13616  0.38431  -1.4635
C  1.01902  0.26400  -1.73188  -1.0861
H  3.94450  1.13272  -1.07454  0.3142
H  2.49968  2.15828  -0.87967  0.3446
H  3.68857  2.11527  0.34638  0.3553
H  2.19367  0.49601  1.27721  0.3595
H  3.16527  -0.54565  0.36056  0.2592
H  -0.34710  0.87456  0.40795  0.4193
H  0.25625  -0.46070  1.39986  0.4858
H  -0.63666  -0.84767  -0.07292  0.4040
H  0.46243  1.22119  -1.69896  0.3409
H  1.90509  0.45193  -2.32562  0.3833
H  0.32106  -0.42180  -2.21657  0.2805
O  -3.67424  2.11374  0.42708  -0.6232
H  -4.59316  2.09458  0.14043  0.3107
H  -3.17461  2.19815  -0.39209  0.3187
O  -2.56755  -0.45648  2.28873  -0.6324
H  -2.20616  0.40132  2.05512  0.3185
H  -3.41273  -0.52101  1.82895  0.3120
O  -0.36985  -3.24787  -1.00946  -0.6038
H  -0.53075  -4.19137  -0.96879  0.2965
H  -0.21932  -2.90854  -0.12397  0.3147

Values from the calculation:
HOMO energy   -8.2 eV
Lowest unoccupied orbital energy   0.53 eV
Maximum force   1.5 eV/A
SMILES   CCN(C)C.O.O.O
Orbital gap   8.734 eV
Net charge   0
Relative energy (zero: lowest compared OMol25 entry of this formula, charge and spin)   1.403 eV

Record 3
C4H17NO3PRe | ωB97M-V with the def2-TZVPD basis set

Each line ends with the Löwdin spin population.
Atoms and positions in Å:
C  2.27665  1.52166  -2.42033  0.0554
Re  0.93925  0.89307  -0.90559  2.6107
N  -0.76179  1.42764  -2.07094  0.0641
H  2.27893  0.37243  -0.05451  -0.0014
H  0.73728  -0.44743  -1.82469  -0.0336
H  3.17756  0.89245  -2.31715  0.0112
H  2.54541  2.57012  -2.20155  0.0205
H  1.87312  1.43600  -3.44642  0.0155
H  -1.43569  2.01782  -1.58510  0.0109
H  -1.27232  0.58371  -2.37593  0.0061
H  -0.49293  1.91636  -2.93822  0.0097
C  -0.99810  0.81605  3.21310  0.0021
O  -0.41628  0.17564  2.11918  0.0441
P  -0.22825  -0.23977  0.61688  0.1249
O  0.32612  -1.77675  0.82892  0.0147
C  1.42616  -1.87724  1.76447  -0.0010
O  -1.75904  -0.47086  0.06674  0.0412
C  -2.36330  -1.57230  -0.63046  0.0027
H  -1.61858  1.66668  2.91417  0.0007
H  -0.18551  1.20039  3.82712  0.0001
H  -1.55778  0.09771  3.82252  0.0013
H  2.32713  -2.18443  1.21888  -0.0004
H  1.66112  -0.90669  2.25727  -0.0006
H  1.17598  -2.62276  2.54167  0.0003
H  -1.72781  -2.02890  -1.40466  0.0000
H  -2.68607  -2.32414  0.09999  0.0010
H  -3.24125  -1.13646  -1.11536  -0.0001

Values from the calculation:
HOMO energy (spin up / spin down)   -12.8 / -12.8 eV
Lowest unoccupied orbital energy (spin up / spin down)   -4.50 / -5.47 eV
Maximum force   6.8 eV/A
Spin multiplicity   4
Orbital gap (spin up / spin down)   8.327 / 7.317 eV
Net charge   +1

Record 4
C4H17NO4S2 | ωB97M-V with the def2-TZVPD basis set

Each line ends with the Mulliken charge.
Atoms and positions in Å:
C  0.23742  1.63030  -2.94031  -0.6700
S  -0.48280  0.00619  -2.70115  -0.0100
S  -1.58059  0.05274  -1.11984  -0.2339
C  -1.02267  -0.03209  0.55043  -0.4854
C  -1.11509  -1.39520  1.22615  0.5991
N  0.19309  -2.01953  1.29572  -0.5107
C  -1.58560  -1.06389  2.71320  -0.6117
O  -0.70553  -1.39949  3.73095  -0.5292
H  -0.20040  2.18918  -3.74169  0.3821
H  0.28300  2.28521  -1.98930  0.1483
H  1.32181  1.39938  -3.14667  0.1808
H  -1.39710  0.89697  1.30615  0.2837
H  0.02626  0.23159  0.61673  0.0223
H  -1.80202  -2.09362  0.77716  0.4403
H  0.16968  -3.00474  1.05033  0.2035
H  0.71730  -1.37320  0.79992  0.0444
H  -2.49199  -1.59436  3.04454  0.2571
H  -1.85035  0.03771  2.59706  0.2135
H  -0.40264  -2.26190  3.71023  0.3211
O  2.54678  -1.11944  -0.32003  -0.5723
H  3.17087  -0.29484  -0.26779  0.2678
H  2.85387  -1.91681  -0.69184  0.2474
O  2.42397  1.53949  -0.40853  -0.6079
H  3.21343  1.52248  -0.99065  0.2694
H  2.60029  1.41202  0.50865  0.3078
O  1.17333  2.91981  1.60296  -0.6382
H  2.15509  2.90839  1.39841  0.3235
H  0.70263  2.49261  0.94508  0.3571

Values from the calculation:
HOMO energy   -8.2 eV
Lowest unoccupied orbital energy   -0.10 eV
Maximum force   4.2 eV/A
SMILES   CSSC[C@@H](N)CO.O.O.O
Orbital gap   8.119 eV
Net charge   0
Relative energy (zero: lowest compared OMol25 entry of this formula, charge and spin)   3.334 eV

Record 5
C4H17NO8 | ωB97M-V with the def2-TZVPD basis set

Each line ends with the Löwdin spin population.
Atoms and positions in Å:
C  0.95891  -0.95698  -2.31108  0.0950
C  -0.06854  -2.11328  -2.30801  0.0758
C  0.20522  -3.24677  -1.47369  -0.0024
O  -0.19884  -4.36648  -1.95118  0.0602
N  0.87035  0.00627  -1.23858  0.4394
C  1.06568  -0.26499  0.03337  0.0273
O  1.06521  -1.50345  0.58495  -0.0196
O  1.01765  0.71962  0.76018  0.2058
H  0.87352  -0.41674  -3.41067  0.0046
H  1.84489  -1.46791  -1.87405  0.0325
H  -1.05124  -1.73533  -2.50935  0.0025
H  0.15085  -2.54955  -3.38401  0.0007
H  0.89904  -3.28956  -0.60802  0.0002
H  0.51623  0.95833  -1.64262  -0.0039
H  1.26059  -1.51879  1.51409  -0.0002
H  0.19251  2.73566  0.46954  -0.0003
H  -0.42831  3.29578  1.68365  0.0000
O  -0.36776  3.47278  0.80822  0.0000
H  -1.99143  0.29692  -0.91320  -0.0005
H  -1.59289  1.75197  -0.96059  0.0005
O  -1.60655  0.96289  -1.46325  0.0677
H  1.45594  -0.10331  3.05167  -0.0001
H  1.54616  -1.50453  3.70193  0.0000
O  1.87849  -0.90330  3.08042  0.0003
H  0.37607  1.31970  1.97506  0.0000
H  -1.00565  1.31975  2.94817  -0.0001
O  -0.01423  1.57354  2.92839  0.0131
H  -3.36591  2.50549  0.93655  0.0000
H  -1.94046  2.85964  0.96005  0.0000
O  -2.54549  2.16265  0.61207  0.0015

Values from the calculation:
HOMO energy (spin up / spin down)   -14.2 / -13.8 eV
Lowest unoccupied orbital energy (spin up / spin down)   -3.77 / -9.25 eV
Maximum force   7.2 eV/A
Spin multiplicity   2
Orbital gap (spin up / spin down)   10.438 / 4.573 eV
Net charge   +1
Relative energy (zero: lowest compared OMol25 entry of this formula, charge and spin)   0.769 eV

Record 6
C4H18B2KO2 | ωB97M-V with the def2-TZVPD basis set

Each line ends with the Mulliken charge.
Atoms and positions in Å:
K  -0.07773  -0.87237  0.81891  0.5219
B  3.05765  -0.76779  1.47996  0.2028
H  3.52215  -1.84904  1.17329  -0.2311
H  2.36615  -0.29158  0.60676  -0.3818
H  2.37725  -0.81764  2.48070  -0.2162
H  3.98640  -0.00753  1.66432  -0.2034
B  -1.23440  -0.27545  3.59690  0.3054
H  -1.81669  -1.25606  4.02411  -0.2247
H  -1.69738  0.01674  2.52223  -0.3980
H  -1.31840  0.63490  4.38909  -0.2255
H  -0.09020  -0.61032  3.44296  -0.2460
C  0.72781  -1.90810  -2.52243  -0.7673
O  -0.42251  -1.16902  -2.15306  -0.3125
C  -0.34363  0.19314  -2.58841  -0.5926
C  -1.32761  0.97929  -1.75315  -0.5038
O  -0.72065  1.28601  -0.52709  -0.1664
C  -1.41567  2.31685  0.17037  -0.9247
H  1.63848  -1.48943  -2.08520  0.3685
H  0.82441  -1.95213  -3.61619  0.3114
H  0.59074  -2.93118  -2.17445  0.2483
H  -0.63392  0.19331  -3.64345  0.3628
H  0.65758  0.58971  -2.40071  0.3752
H  -2.22310  0.34086  -1.71085  0.3060
H  -1.61539  1.91469  -2.25103  0.4183
H  -2.49973  2.21399  0.06311  0.3736
H  -1.12831  3.29150  -0.23581  0.2959
H  -1.18330  2.22664  1.22910  0.3037

Values from the calculation:
HOMO energy   -5.1 eV
Lowest unoccupied orbital energy   2.23 eV
Maximum force   0.9 eV/A
Orbital gap   7.337 eV
Net charge   -1
Relative energy (zero: lowest compared OMol25 entry of this formula, charge and spin)   0.000 eV